# 1
C17H14N4O3S | ωB97M-V/def2-TZVPD

Output
HOMO-LUMO gap = 0.30848 Ha
SMILES = Cc1ccc([N+](=O)[O-])cc1NC(=O)CSc1nncc2ccccc12
LUMO level = -0.0141 Eh

Each line ends with the Löwdin charge.
Geometry (Å):
C 1.341 2.248 1.727  -0.04
C 2.153 1.000 1.801  -0.19
C 2.603 0.509 3.021  -0.02
C 3.327 -0.664 3.108  0.01
C 3.619 -1.357 1.941  -0.15
N 4.376 -2.577 2.003  -0.36
O 4.539 -3.193 0.969  0.08
O 4.805 -2.922 3.084  0.08
C 3.196 -0.887 0.704  0.06
C 2.451 0.280 0.628  -0.19
N 2.033 0.776 -0.607  0.13
C 1.380 0.149 -1.627  -0.57
O 1.081 0.757 -2.629  0.05
C 1.074 -1.328 -1.445  -0.36
S -0.568 -1.673 -2.145  1.02
C -1.471 -0.453 -1.294  -0.50
N -0.805 0.262 -0.423  0.01
N -1.390 1.239 0.248  0.03
C -2.648 1.509 0.066  -0.07
C -3.476 0.792 -0.839  -0.14
C -4.838 1.065 -1.048  -0.02
C -5.550 0.319 -1.951  -0.06
C -4.934 -0.715 -2.670  -0.06
C -3.606 -1.003 -2.484  -0.03
C -2.858 -0.254 -1.566  -0.15
H 1.151 2.641 2.722  0.08
H 0.386 2.039 1.239  0.05
H 1.857 3.016 1.150  0.09
H 2.369 1.055 3.923  0.11
H 3.670 -1.050 4.055  0.12
H 3.473 -1.432 -0.185  0.13
H 2.010 1.785 -0.692  0.15
H 1.066 -1.623 -0.398  0.08
H 1.765 -1.945 -2.019  0.09
H -3.045 2.327 0.651  0.12
H -5.304 1.864 -0.492  0.12
H -6.597 0.526 -2.116  0.11
H -5.516 -1.286 -3.377  0.11
H -3.118 -1.795 -3.032  0.09

=====

# 2
C17H15AsBF2N2PReS4 | ωB97M-V/def2-TZVPD

Output
HOMO-LUMO gap (spin up / spin down) = 0.18895 / 0.18165 Ha
Relative energy (zero: lowest compared OMol25 entry of this formula, charge and spin) = 11.1 kJ/mol
Net charge = +3
LUMO level (spin up / spin down) = -0.4590 / -0.4663 Eh

Each line ends with the Löwdin charge.
Geometry (Å):
Re 0.048 0.065 -0.109  0.72
N -0.789 -1.744 2.305  -0.05
P -0.511 -0.071 2.320  0.97
C -2.031 0.717 2.851  -0.35
C -2.448 0.301 4.127  -0.07
C -3.595 0.844 4.676  -0.02
C -4.327 1.797 3.969  -0.01
C -3.914 2.207 2.710  -0.03
C -2.769 1.663 2.145  -0.10
C 0.721 0.172 3.561  -0.37
C 0.722 1.393 4.252  -0.06
C 1.577 1.561 5.324  -0.02
C 2.429 0.528 5.702  0.00
C 2.455 -0.670 4.995  -0.02
C 1.614 -0.854 3.913  -0.08
C -1.239 -2.365 1.177  -0.32
C -1.756 -3.658 1.201  0.04
C -2.199 -4.224 0.034  0.04
C -2.165 -3.487 -1.168  0.00
C -1.630 -2.246 -1.152  -0.12
N -1.126 -1.672 0.004  -0.11
H -0.884 -2.243 3.182  0.15
H -1.871 -0.415 4.703  0.12
H -3.909 0.536 5.665  0.13
H -5.221 2.220 4.407  0.13
H -4.485 2.950 2.166  0.13
H -2.473 1.984 1.158  0.02
H 0.050 2.195 3.965  0.12
H 1.580 2.495 5.870  0.13
H 3.083 0.659 6.554  0.13
H 3.136 -1.458 5.286  0.13
H 1.658 -1.778 3.350  0.11
H -1.803 -4.194 2.141  0.14
H -2.582 -5.237 0.039  0.15
H -2.541 -3.900 -2.094  0.14
H -1.594 -1.643 -2.048  0.10
S -2.331 2.092 -3.790  0.24
As -0.505 2.337 -3.124  0.45
S 1.210 -0.828 -1.937  0.28
S -0.543 2.076 -0.445  0.32
S 1.010 0.138 -3.590  0.23
F 2.324 -1.064 1.067  0.19
B 2.034 0.180 0.679  -0.86
F 2.864 1.170 0.729  0.27

=====

# 3
C17H15AuIN5O | ωB97M-V/def2-TZVPD

Output
HOMO-LUMO gap (spin up / spin down) = 0.20004 / 0.20008 Ha
Relative energy (zero: lowest compared OMol25 entry of this formula, charge and spin) = 41.9 kJ/mol
Net charge = +2
LUMO level (spin up / spin down) = -0.3292 / -0.3291 Eh

Each line ends with the Löwdin charge.
Geometry (Å):
Au 0.993 0.052 0.255  1.37
C -1.196 -1.551 -3.120  0.03
C -0.187 -1.107 -2.121  -0.20
N -0.480 -0.269 -1.177  -0.06
N -1.611 0.354 -0.981  0.11
C -1.657 1.060 0.137  -0.37
O -0.598 1.239 0.869  -0.14
C -2.909 1.699 0.514  -0.16
C -4.065 1.529 -0.256  -0.01
C -5.238 2.138 0.139  -0.04
C -5.268 2.918 1.290  -0.03
C -4.121 3.090 2.059  -0.04
C -2.944 2.483 1.674  -0.01
C 1.197 -1.575 -2.142  -0.19
C 1.702 -2.433 -3.100  0.05
C 3.046 -2.791 -3.059  0.03
C 3.865 -2.265 -2.073  0.01
C 3.306 -1.414 -1.134  -0.07
N 2.012 -1.099 -1.170  -0.03
H -2.158 -1.086 -2.935  0.09
H -1.310 -2.637 -3.082  0.11
H -0.856 -1.284 -4.123  0.12
H -4.035 0.929 -1.154  0.11
H -6.139 2.014 -0.446  0.12
H -6.190 3.399 1.588  0.12
H -4.154 3.696 2.953  0.12
H -2.041 2.606 2.255  0.12
H 1.056 -2.807 -3.881  0.14
H 3.444 -3.471 -3.800  0.14
H 4.916 -2.510 -2.019  0.13
H 3.897 -0.979 -0.340  0.12
I 4.583 -1.875 4.872  0.98
C 3.522 -0.622 3.615  -0.74
C 3.241 0.720 3.801  -0.08
N 2.527 1.133 2.747  0.03
N 2.338 0.130 1.876  -0.15
C 2.928 -0.950 2.398  -0.18
H 3.512 1.382 4.608  0.15
H 2.162 2.056 2.566  0.18
H 2.907 -1.904 1.897  0.12

=====

# 4
C17H15BiN3O2Se2Te2 | ωB97M-V/def2-TZVPD

Output
HOMO-LUMO gap = 0.23427 Ha
Relative energy (zero: lowest compared OMol25 entry of this formula, charge and spin) = 100.7 kJ/mol
Net charge = -1
LUMO level = 0.0845 Eh

Each line ends with the Löwdin charge.
Geometry (Å):
Bi 0.246 -1.104 -0.286  1.36
O 2.032 0.687 0.074  -0.29
C 2.706 1.103 1.142  -0.36
C 4.046 1.533 0.920  -0.02
C 4.864 1.783 1.990  -0.10
C 4.326 1.877 3.293  -0.13
C 3.018 1.505 3.493  -0.08
C 2.200 1.030 2.448  -0.18
C 0.949 0.448 2.795  -0.09
N 0.079 -0.210 2.085  -0.13
C -1.167 -0.524 2.693  -0.27
C -2.229 0.238 1.831  -0.20
N -1.980 -0.010 0.424  -0.08
C -2.365 0.854 -0.435  -0.15
C -2.156 0.775 -1.803  -0.18
C -2.311 1.920 -2.685  -0.04
C -2.151 1.829 -4.027  -0.14
C -1.987 0.574 -4.576  -0.12
C -1.909 -0.586 -3.872  0.00
C -1.915 -0.492 -2.404  -0.41
O -1.590 -1.442 -1.652  -0.35
H 4.444 1.632 -0.056  0.10
H 5.952 1.886 1.939  0.10
H 4.895 2.296 4.123  0.09
H 2.528 1.517 4.551  0.13
H 0.656 0.609 3.840  0.12
H -1.232 -0.172 3.712  0.09
H -1.342 -1.613 2.809  0.08
H -2.112 1.286 2.199  0.12
H -3.214 -0.025 2.193  0.10
H -2.993 1.627 -0.012  0.13
H -2.528 2.868 -2.110  0.12
H -2.231 2.706 -4.619  0.08
H -1.941 0.542 -5.714  0.13
H -1.900 -1.535 -4.333  0.09
Se 1.540 -2.506 -2.531  -0.36
Te 3.223 -3.834 -1.200  0.03
Te 2.299 -3.434 1.291  0.06
Se -0.100 -3.605 0.809  -0.24
N -2.878 -3.946 -2.715  0.07
C -3.666 -4.721 -3.068  -0.11
H -2.105 -3.365 -2.556  0.01